A 3-piece molecular cluster, C18H44O6Si overall in a non-equilibrium geometry. Source: the OMol25 dataset; level of theory: the ωB97M-V functional and the def2-TZVPD basis.

For the frontier orbital gap, the calculation gives 9.8154 eV. The SMILES is CCCCCC[SiH3].COCCOCCOC.COCCOCCOC.

Geometry (Å):
H: 0.138693 -0.340285 -4.253656
H: -3.998546 5.279836 1.495480
H: -1.095951 -5.145513 2.731608
H: 4.624200 -1.375790 -0.460260
H: 5.486301 -2.308468 -1.690354
H: -3.890970 3.388235 1.200817
O: 1.704876 -2.435130 4.580922
Si: -6.525461 2.606018 -0.642833
H: 0.845819 3.940071 0.222232
H: 5.470981 -1.772967 -3.762252
H: -1.559574 5.649387 0.472374
H: -1.659262 -1.983804 5.006632
H: 1.106999 -0.361112 0.304642
H: 2.704443 -0.639761 -4.522613
H: 0.572748 2.316927 -0.855378
H: 0.527827 -1.169155 5.627065
C: 2.341005 -2.827327 -2.890002
C: -1.330066 -4.666409 3.689140
H: 1.017750 1.082681 -3.681349
H: -0.697742 -5.131780 4.454245
C: 3.475144 -1.413162 -4.528102
H: 2.054018 -3.882599 -2.813559
C: 5.191221 -1.294909 -1.394692
H: -0.369612 0.490722 -2.743156
H: 0.365771 -0.995453 3.902205
O: 4.345482 -0.683939 -2.359794
C: 0.478745 0.185545 -3.359254
H: -7.279978 2.189315 0.560417
H: 0.707272 -2.257537 -1.611227
H: -4.133391 5.783579 -1.055769
O: 1.372424 -0.597491 -2.581381
H: 1.707634 0.060601 1.945358
O: 0.791649 -1.810572 1.734568
H: -6.510150 5.108221 -1.308380
O: -1.063941 -3.277073 3.551655
C: -1.920208 4.539293 0.663114
O: 2.909896 -2.683801 -4.196707
C: -4.333733 4.673963 -0.684547
C: -5.978089 4.453835 -0.490078
H: 0.310209 -2.233782 -3.339844
H: 5.118899 -0.072380 -4.140728
H: -1.668796 2.351014 -0.078204
H: 2.871236 -3.727079 3.554660
H: -4.002751 3.945713 -1.538005
H: -1.550703 4.281407 1.768773
H: 6.070912 -0.676169 -1.222886
H: 3.103513 -2.681429 -2.125445
H: 2.265108 -3.137054 1.277681
H: -2.383357 -4.824909 3.916447
H: 1.171981 -4.012141 3.333252
H: -0.680699 -3.335836 5.617882
H: 2.839184 -1.707129 2.156369
H: 0.437440 4.084033 -1.647758
C: 1.086525 -1.993849 -2.604486
C: -1.392596 3.452158 -0.444274
H: 3.796439 -1.498586 -5.572156
C: -0.796186 -2.619992 4.790673
H: -6.224787 4.821512 0.618391
C: 1.913665 -3.216616 3.398805
H: -0.027531 0.052613 1.607357
C: -3.587050 4.449978 0.757052
C: 0.922016 -0.442141 1.377784
C: 0.460454 -1.740624 4.694617
C: 0.250257 3.445124 -0.659661
C: 2.024017 -2.436010 2.084118
H: -5.350517 1.749351 -0.792172
H: -1.849883 3.604353 -1.531332
C: 4.703223 -0.987032 -3.708411
H: -7.424448 2.411309 -1.805626

Atomic forces in eV per Å
-0.0727 -0.0766 0.0186
0.8788 -1.7273 -1.4805
-0.1273 0.1301 0.1134
0.0888 0.1211 -0.1320
0.0520 0.0988 -0.0428
0.6818 2.1962 -0.9572
-0.2520 -0.0593 -0.3553
-0.1078 1.1002 0.1264
-1.2078 -1.1657 -1.6629
-0.1721 0.0828 0.1105
-0.8021 -2.3126 0.0378
0.0639 0.1507 0.2287
0.1771 0.2262 -0.0630
0.1441 0.0478 0.2524
-0.3837 2.5928 0.4691
0.0821 -0.2047 0.0184
-0.0954 -0.1089 -0.0770
0.1595 0.3135 -0.4042
-0.0699 -0.0753 0.1153
-0.0999 0.0640 0.0274
0.1644 0.0551 -0.0531
-0.0650 0.1117 -0.1767
-0.4916 0.2050 -0.0017
-0.2274 0.0198 -0.1529
-0.1744 -0.2177 -0.0933
0.3880 -0.6303 -0.0561
0.4192 0.1923 0.3706
0.0408 -0.0255 0.0123
-0.0283 -0.2830 -0.0133
-0.3719 -2.3229 0.7905
-0.2891 -0.1959 -0.5497
0.0982 -0.0136 -0.0204
0.5063 0.3126 0.3032
0.8013 -1.1815 1.8355
0.2420 -0.4616 0.5394
-1.0010 -0.3415 0.5525
-0.0298 0.2963 0.3168
-0.7266 0.2919 0.1876
1.0426 1.3856 0.4336
0.0878 0.0869 -0.0287
0.0447 -0.0511 -0.2709
0.2568 2.4789 -0.7279
-0.0049 0.2128 0.0408
-0.3052 1.3391 1.7750
-0.4985 0.3258 -2.5403
0.2427 -0.0739 0.0635
-0.0820 0.2732 0.0525
0.2360 -0.1386 0.0955
-0.1105 -0.1881 0.1450
-0.1577 0.1555 -0.1907
0.0236 0.0380 -0.2141
-0.1041 0.0401 0.0458
-0.0385 -1.4364 2.1997
0.5028 0.0930 0.1469
0.8335 -0.5532 0.2277
0.0468 -0.1781 0.1203
0.3466 0.1857 -0.4665
0.2437 -0.5115 -2.5525
0.1550 0.0197 0.0444
0.0695 -0.0891 -0.0663
0.2392 0.0739 -0.3867
-0.4574 -0.2749 -0.1424
-0.1466 0.0082 0.1179
-0.6567 0.1675 -0.8800
-0.5097 -0.1851 0.1919
0.2808 -0.2230 -0.0426
0.7344 -0.2075 2.5866
-0.5981 0.0156 0.0973
0.0908 0.0065 -0.0089

C18H45ClLi2N3O6 as an isolated structure in a non-equilibrium geometry. Source: the OMol25 dataset; level of theory: the ωB97M-V functional and the def2-TZVPD basis.

As for the charge: +1. For the frontier orbital gap, the calculation gives 5.3242 eV. The energy above the lowest of the compared OMol25 structures with the same formula, charge and spin comes out at 692.77 kJ/mol.

Geometry (Å):
C: 1.977265 -2.376350 -0.276078
H: 4.130785 -4.180250 -3.156328
H: -8.190075 -3.141700 -0.025988
H: 2.697295 4.604210 1.742192
O: 1.557445 -6.428410 -0.019578
C: 4.448425 5.834190 3.231282
H: -5.165155 2.527140 -0.852978
H: 4.410305 5.439780 -0.952918
C: 4.745905 -3.894570 -2.303028
H: -4.090455 3.028750 1.018652
H: -0.266935 -5.744890 0.897752
H: 2.141735 6.603900 -0.424448
C: 3.290255 4.316880 -3.423918
H: -0.660465 -3.743950 -0.404008
H: 3.029635 -7.112430 -1.183918
C: -7.184645 -2.734780 0.081822
O: 3.973435 -3.430770 -1.160728
N: 1.316735 -3.616970 0.172202
C: -4.491325 2.217980 1.626972
H: 2.359505 -2.910610 -2.410458
H: -6.643895 0.994680 -2.075358
O: 5.686195 5.114020 3.120452
C: -5.660095 -4.613860 0.122962
H: 2.654975 -2.009100 0.494602
H: -3.627785 2.027050 2.264122
Li: -0.202025 2.020490 6.723762
H: 4.658755 6.790310 3.710532
H: -5.487285 -1.358410 -1.510288
H: 4.356795 4.525890 -3.506948
Cl: 0.560535 1.284960 3.424632
H: 5.368835 -3.082760 -2.678578
C: 0.253635 -4.306300 -0.594508
H: 1.951735 -4.375910 0.374432
H: 3.168755 3.235450 -3.361908
C: 2.919705 -2.595720 -1.530048
H: -8.013355 -1.334080 -1.248728
N: 2.689435 5.527770 1.333432
O: 2.689115 4.969790 -2.320708
H: -5.311975 2.749750 2.108482
H: 1.350615 -1.493970 -0.405728
C: 3.413665 5.004590 -1.026518
H: -6.667515 2.115610 -0.003558
H: 3.230925 -1.587380 -1.802968
O: -4.880055 1.174740 0.713142
C: 2.382105 5.605370 -0.059418
H: -7.544785 -0.634870 0.352412
H: 3.589155 5.440880 3.774482
O: -6.162775 -3.518440 -0.634958
H: -6.408125 -5.401070 0.028932
H: 2.847415 4.605430 -4.377188
C: 5.462255 3.695430 3.063982
C: 0.230835 -5.746540 -0.071958
H: 1.466185 -7.606930 -1.770488
H: -4.961295 0.608440 -1.860138
C: -5.705145 1.730710 -0.340928
H: 6.266515 3.048830 2.713032
C: 3.826475 6.265140 1.864482
H: 4.624985 3.470730 2.403232
H: 3.600045 7.330870 1.832132
H: 5.143865 3.339090 4.043652
C: 1.999565 -6.777540 -1.306028
H: 1.957455 -5.870460 -1.908958
H: 5.422225 -4.739760 -2.175238
H: -5.557345 -4.422650 1.191132
H: -6.871955 -2.713680 1.125792
H: 4.691275 6.290720 1.201492
H: -0.346115 -6.232870 -0.858538
N: -5.926975 -0.778140 -0.810248
H: -4.655765 -4.986630 -0.078208
C: -5.927055 0.600900 -1.354818
H: 1.502415 4.993280 -0.258398
H: 3.624315 3.971860 -0.748688
C: -7.243965 -1.272190 -0.479108
H: 0.584625 -4.221450 -1.629568
Li: -0.399775 -2.109230 2.626892

Atomic forces in eV per Å
1.4322 -1.2107 -1.0801
-0.5720 0.0074 0.1431
0.1143 -0.4826 0.0860
-0.2952 -0.2188 -0.5378
-2.3994 1.2234 0.9333
-0.6877 1.4655 -1.3306
-0.0124 0.2302 0.0354
-0.0750 0.7983 -0.9169
-0.1513 0.8857 -0.4466
0.2503 0.3048 -0.3581
0.4004 -0.5288 0.0292
0.0696 0.2566 0.4320
0.5035 -0.2360 0.3404
-0.4129 -0.5546 -0.4582
0.0448 0.2036 -0.1187
1.4986 0.4648 -0.4474
0.6990 -1.3352 -0.8977
-0.8151 0.7049 1.5221
0.2884 1.0979 -1.7376
-0.0949 -0.6735 -0.0527
-0.6537 -0.7726 -0.1104
-0.9383 -0.7841 0.1076
-1.1483 -0.1611 0.5550
0.1066 -0.4703 0.3397
-0.5068 -0.9688 0.2426
0.2568 -0.1031 -0.9563
0.4578 -0.2189 0.2138
-0.1160 -0.2463 0.0830
0.1626 0.1016 0.1122
-0.4722 -0.5796 0.8855
0.0734 0.2492 0.1159
2.3205 1.4240 0.5793
0.8691 0.4922 0.1655
0.0223 -0.2569 0.2129
-1.3177 1.3312 0.8957
0.1158 0.7089 -0.5023
0.3796 0.0486 1.5530
0.9783 0.7776 0.7971
-0.3378 -0.7129 0.5595
-0.6753 -0.4419 -0.4520
-0.9573 -1.1140 -0.8644
0.0234 0.1312 0.6239
0.5945 0.2361 -0.0590
-0.3957 1.3023 0.7329
0.2228 -0.9340 -0.9584
-0.6911 -0.0626 -0.0628
0.4904 -1.0532 0.6024
-0.0936 0.7077 0.5894
0.3275 -0.5259 0.0718
-0.3463 0.4094 0.3097
-1.1360 0.1238 0.1420
0.5964 -0.3350 -1.4956
-0.4626 0.0835 0.0697
-0.0402 0.0299 -0.5336
0.2176 -1.5208 0.6673
0.5721 0.8449 0.0707
1.2237 0.5447 -0.8792
-0.1310 0.0641 -0.2599
-0.4732 0.1967 0.6741
0.1369 -0.0690 0.2488
0.6453 0.2959 -0.0119
0.2520 -0.2488 -0.5747
-0.3207 0.0199 1.1259
-0.4316 0.5948 0.3066
-0.1672 -0.0282 0.1286
0.3114 -0.5452 -0.4617
-0.4201 -0.6973 0.5055
-1.0232 0.9200 -1.1013
-0.0960 0.3542 -1.2178
2.4283 0.1140 0.3499
-0.2452 0.1766 0.2192
-0.2757 -0.4071 0.1862
0.5166 -1.5139 1.0644
-0.7547 -0.3780 -0.4515
0.5404 0.4634 -0.2932

C18H45ClLiN3O6 as an isolated structure in a non-equilibrium geometry. Source: the OMol25 dataset; level of theory: the ωB97M-V functional and the def2-TZVPD basis.

As for the charge: -1. Its multiplicity is 2. For the frontier orbital gap (spin up / spin down), the calculation gives 3.5261 / 8.4953 eV.

Geometry (Å):
N: 0.977984 0.821480 0.776751
C: 1.206197 -2.886243 -0.242233
H: -1.957159 5.234919 1.822972
H: -6.446064 1.832350 -0.654154
H: -4.515598 0.308197 -2.238573
N: 2.492604 -3.139156 -0.886438
C: -5.677413 1.063074 -0.728378
C: -5.183239 1.662102 -4.348132
Cl: -1.842328 -0.897307 -0.020963
H: 1.243810 0.057920 6.361384
H: -3.744815 0.836765 0.101310
H: 1.066700 1.197143 -4.106238
H: 0.068713 2.431281 -0.116964
H: -6.151106 0.187618 -0.284202
H: 5.289604 -1.487592 -1.668361
C: 1.554101 -4.872844 2.844973
H: 7.292088 -4.085691 -0.400556
H: -3.135078 2.370150 -1.335737
O: 0.757177 0.646357 4.526544
Li: -2.553808 -2.155498 1.782311
H: -5.230772 2.538329 -4.994728
H: 0.225210 0.200801 0.515601
O: 1.861345 -4.393879 1.538390
H: 1.339525 -1.283860 5.212450
C: 4.743546 -2.409707 -1.469292
O: -2.351699 4.429425 0.024670
H: 1.691258 -2.342784 1.894494
H: -0.095899 1.868172 2.190008
C: -2.972547 3.288652 0.556184
H: 4.606737 -2.882279 -2.441949
H: 1.895193 2.465638 0.109116
H: -0.217673 -0.491273 5.892274
C: -1.405325 4.914870 0.939145
H: 1.587347 2.007879 2.475754
H: 2.652075 1.974223 -4.045000
H: 2.057708 0.762839 -1.569281
H: 2.085521 -4.352584 3.641862
H: -2.271939 2.549617 0.944878
O: 1.413548 2.471854 -2.447222
H: 1.318788 2.895802 -4.439758
H: -4.485363 3.496556 -0.838702
O: 5.532392 -3.238095 -0.600975
H: -0.607901 4.195024 1.123685
H: -4.121863 1.430497 -4.258981
H: 0.188858 -3.122990 1.553202
C: 1.164915 1.387864 -1.587827
H: 0.333444 0.725121 -1.827664
O: -5.675240 1.905640 -3.015281
C: 1.017660 1.903049 -0.209518
H: 3.562979 -1.678305 0.222329
H: 1.639180 -0.487104 3.009950
H: 0.513704 -4.688412 3.112659
C: 3.385496 -2.018737 -0.797817
H: 1.822521 -5.917030 3.005384
H: -0.987740 5.814178 0.486413
H: 0.497601 -3.626975 -0.612780
C: 0.827591 1.289586 2.167636
C: -5.498774 0.775183 -2.180399
H: 0.766797 -1.931556 -0.531363
H: -6.209495 0.013972 -2.502155
H: -5.763183 0.905956 -4.877276
C: 0.765043 0.138572 3.190271
C: 6.652301 -3.794485 -1.233601
N: -4.484604 1.511718 -0.030018
H: -0.133602 -0.461350 3.046651
H: 7.183112 -3.078028 -1.860519
H: -3.600675 3.667638 1.362369
H: 2.867903 -3.881124 -0.313084
C: 1.247324 -3.136250 1.293296
H: 2.904627 -1.196324 -1.327440
H: 6.419102 -4.659113 -1.855000
C: 0.784445 -0.383901 5.477142
C: -3.786019 2.718106 -0.533673
C: 1.603151 2.084359 -3.769825

Atomic forces in eV per Å
1.1422 -0.6391 0.2720
0.1581 -0.8005 0.5041
0.3636 -0.1739 0.6070
-0.0584 0.3192 0.1714
0.4197 0.1407 -0.6087
-0.6345 -0.2709 0.3240
-0.0387 0.8867 0.1939
0.0970 0.3634 0.8317
-0.1460 -0.0951 0.2965
0.7191 -0.0465 0.0439
-0.3681 -0.7744 -0.1207
-0.1842 -0.1598 0.3880
0.0567 0.8725 -0.1846
0.5197 -0.1368 0.3885
0.3198 0.2460 0.0531
0.0480 0.4814 0.3977
0.2603 -0.2304 -0.2716
0.1277 0.6909 -0.4866
0.6035 -0.0449 -1.2323
0.0320 0.1913 -0.3040
-0.3011 0.4299 0.5441
-0.4144 -0.2365 0.3665
-0.3910 -0.2651 0.6499
-0.3675 -0.0742 -0.2722
-0.4114 0.7708 0.7470
0.9859 -0.1441 -0.3903
0.4702 0.0627 -0.1164
-0.4605 0.1491 0.5233
-0.1639 0.6321 0.3346
-0.3636 -0.3186 0.0222
-0.2104 0.7275 -0.4660
-0.3719 -1.0855 -0.5918
-0.3733 0.9323 -0.6603
0.4862 -0.2119 -0.2723
0.4393 -0.4975 0.4315
0.1949 -0.3615 -0.1507
0.5137 0.4928 -0.1068
0.3106 -0.0297 0.1201
-0.8177 0.0035 -0.2189
-0.4900 0.2203 0.1716
-0.0872 -0.2588 -0.4335
-0.9292 0.4197 -0.4373
-0.0364 -0.0416 0.3270
0.0464 -0.4970 -0.2674
-0.2567 -0.3562 0.4695
1.3396 -0.6794 0.2889
-0.4004 0.2809 -0.5171
0.4326 0.3600 -0.9163
-0.3578 -0.2994 2.0758
0.2283 0.1290 0.2592
0.1754 -0.1786 0.1844
-0.3201 -0.3430 -0.3519
1.1599 -0.6214 -0.8445
-0.1337 -0.0792 -0.6842
0.2257 -0.0141 0.0436
-0.0342 -0.1317 -0.1087
-1.0302 -0.1089 -0.4256
-0.0617 -0.8768 -0.6991
0.2440 0.1587 0.3480
-0.2628 -0.2669 -0.0807
0.1140 -0.4794 0.2221
-0.0501 0.6720 -0.4198
0.1270 0.0902 0.5618
-0.2479 0.9504 0.6633
-0.1396 -0.1704 -0.2434
0.0928 0.2733 -0.0379
-0.2928 -0.5083 0.4144
0.4483 -0.4224 -0.2544
-0.6468 0.6703 -0.9946
0.3306 0.1376 -0.1630
-0.2079 -0.1825 -0.0367
-0.2840 1.3247 1.5190
-1.2688 -1.5683 -0.1469
0.3824 0.6015 -1.2417